No. 1
One molecule with the formula C17H21N5O, computed with wB97M-V/def2-TZVPD.

## Properties
Energy above the lowest of the compared OMol25 structures with the same formula, charge and spin, eV: 0.709
Frontier orbital gap, eV: 8.7
F_max, eV Å⁻¹: 1.1
SMILES: Cc1nn2c3ccccc3n(CCN3CCCCC3)c2nc1=O
Highest occupied orbital energy, eV: -8.21

Cartesian coordinates (Å):
1 C 3.90676 -3.09611 -1.38739
2 C 3.16231 -1.93439 -0.83859
3 N 2.42471 -1.24016 -1.63689
4 N 1.77804 -0.19962 -1.09230
5 C 0.90429 0.68381 -1.68734
6 C 0.43391 0.78118 -2.98293
7 C -0.46602 1.79882 -3.25055
8 C -0.87183 2.68246 -2.25610
9 C -0.40002 2.58650 -0.95687
10 C 0.49505 1.56974 -0.67105
11 N 1.15034 1.22097 0.49210
12 C 0.83560 1.65643 1.82818
13 C -0.02058 0.57269 2.51425
14 N -1.07908 0.16154 1.62066
15 C -1.24916 -1.26149 1.42116
16 C -1.90088 -1.49708 0.04929
17 C -2.80703 -0.31717 -0.31572
18 C -3.43728 0.24871 0.95125
19 C -2.34190 0.83621 1.84774
20 C 1.89945 0.11638 0.23782
21 N 2.61881 -0.54107 1.08791
22 C 3.30916 -1.63898 0.61848
23 O 3.99059 -2.33441 1.34576
24 H 3.69837 -3.21654 -2.44631
25 H 3.62571 -3.99393 -0.83901
26 H 4.97346 -2.94634 -1.22645
27 H 0.76068 0.08849 -3.74083
28 H -0.86006 1.90901 -4.24875
29 H -1.57526 3.46341 -2.50155
30 H -0.72704 3.28052 -0.19953
31 H 1.76541 1.79817 2.38285
32 H 0.29869 2.60206 1.75893
33 H 0.63551 -0.27368 2.72557
34 H -0.40107 0.96121 3.46986
35 H -0.27155 -1.74607 1.45558
36 H -1.86822 -1.71034 2.21697
37 H -1.13318 -1.61321 -0.71718
38 H -2.47875 -2.42190 0.08362
39 H -2.21884 0.46543 -0.79647
40 H -3.57872 -0.63903 -1.01613
41 H -3.96519 -0.55075 1.47428
42 H -4.16563 1.02293 0.70739
43 H -2.19764 1.89510 1.61052
44 H -2.65193 0.77045 2.90776


No. 2
A 2-piece molecular cluster, C17H21NO3S overall, computed with wB97M-V/def2-TZVPD.

## Properties
Energy above the lowest of the compared OMol25 structures with the same formula, charge and spin, eV: 18.460
Frontier orbital gap, eV: 7.7
F_max, eV Å⁻¹: 19.8
Highest occupied orbital energy, eV: -7.53

Cartesian coordinates (Å):
1 C 2.55511 -2.32785 -6.83028
2 C 1.62405 -2.14687 -5.49271
3 O 2.46925 -1.62314 -4.47680
4 C 1.97286 -1.32248 -3.38485
5 C 2.71597 -0.69892 -2.60320
6 C 2.54911 -0.41427 -1.29820
7 C 1.34726 -0.61846 -0.90917
8 C 0.23649 -1.42348 -1.72802
9 C 0.67997 -1.72610 -3.03709
10 H -0.01720 -2.04969 -3.65245
11 H -0.57113 -1.75552 -1.32042
12 N 0.80299 -0.56746 0.44599
13 S -0.63667 -0.81387 1.34426
14 O -1.37504 -1.67132 0.72357
15 O -0.02529 -1.62109 2.55190
16 C -1.00462 0.71905 1.92098
17 C -1.04358 1.13454 3.26602
18 C -1.43392 2.23414 3.77331
19 C -2.16229 3.00301 3.06310
20 C -2.06596 2.75232 1.60866
21 C -1.77841 1.48576 1.01754
22 C -1.61596 1.16705 -0.39340
23 H -2.12745 0.14364 -0.43194
24 H -0.65398 1.26879 -0.83976
25 H -2.63726 1.67459 -0.83662
26 H -2.69233 3.46185 0.98723
27 C -2.69509 4.52840 3.33433
28 H -1.83161 4.84019 4.00400
29 H -3.28642 4.26484 4.11421
30 H -3.02313 5.03774 2.63217
31 C -1.39594 2.37764 5.33697
32 H -0.90716 3.34035 5.36545
33 H -2.34866 2.63231 5.76752
34 H -0.94376 1.74749 5.71079
35 H -0.56618 0.27806 3.89917
36 H 1.66795 -0.27469 1.25011
37 H 3.05136 -0.11128 -0.52847
38 H 4.15543 -0.45531 -2.76541
39 H 1.38175 -3.22800 -5.23509
40 H 0.98054 -1.68731 -5.81207
41 H 1.97360 -2.68636 -7.60191
42 H 3.65428 -3.01450 -6.72283
43 H 2.89724 -1.41385 -7.33982


No. 3
A 2-piece molecular cluster, C17H21NO4 overall, computed with wB97M-V/def2-TZVPD.

## Properties
Energy above the lowest of the compared OMol25 structures with the same formula, charge and spin, eV: 2.199
Frontier orbital gap, eV: 7.3
F_max, eV Å⁻¹: 2.1
SMILES: CC1(C)OC(=O)C(=Cc2ccccc2)C(=O)O1.C1CCNC1
Highest occupied orbital energy, eV: -8.03

Cartesian coordinates (Å):
1 C 2.75683 2.87748 -2.24304
2 C 1.36515 3.04331 -1.62691
3 C 1.03623 4.53040 -1.44918
4 O 0.37688 2.51207 -2.55079
5 C 0.21358 1.15203 -2.55283
6 O -0.38386 0.55537 -3.43015
7 C 0.77611 0.37904 -1.44110
8 C 0.81032 -0.96823 -1.51774
9 C 1.31326 -1.88381 -0.49349
10 C 2.57706 -1.71663 0.07397
11 C 3.01938 -2.56415 1.06271
12 C 2.21132 -3.58501 1.51619
13 C 0.96150 -3.76849 0.96306
14 C 0.51708 -2.93236 -0.03602
15 C 1.10549 1.11913 -0.21509
16 O 1.11499 0.52059 0.84325
17 O 1.36644 2.45912 -0.29939
18 H 2.99119 1.82472 -2.38168
19 H 2.79653 3.36438 -3.21478
20 H 3.51614 3.31114 -1.59564
21 H 0.04515 4.62670 -1.00908
22 H 1.75448 5.00780 -0.78468
23 H 1.03361 5.03474 -2.41373
24 H 0.38687 -1.41972 -2.40050
25 H 3.18794 -0.88808 -0.24068
26 H 3.99307 -2.41746 1.50109
27 H 2.55377 -4.24265 2.30025
28 H 0.31622 -4.55016 1.32928
29 H -0.46914 -3.05346 -0.45028
30 C -4.09414 0.08854 1.79235
31 C -3.78648 -1.34261 2.30448
32 C -2.38072 -1.68397 1.77208
33 N -1.76582 -0.39473 1.39058
34 C -2.85316 0.52077 0.98655
35 H -5.01251 0.12155 1.19179
36 H -4.25425 0.77290 2.63489
37 H -3.79044 -1.36903 3.40155
38 H -4.54336 -2.06777 1.97708
39 H -1.76438 -2.18143 2.52988
40 H -2.44636 -2.35298 0.90428
41 H -0.94679 -0.43936 0.76556
42 H -3.03955 0.44334 -0.09261
43 H -2.56566 1.55697 1.19853


No. 4
C17H22AsN2O13ReS as an isolated structure, computed with wB97M-V/def2-TZVPD.

## Properties
Energy above the lowest of the compared OMol25 structures with the same formula, charge and spin, eV: 2.602
Spin multiplicity: 2
Frontier orbital gap (alpha / beta), eV: 6.3 / 6.3
F_max, eV Å⁻¹: 0.9
<S²>: 0.7806
Highest occupied orbital energy (alpha / beta), eV: -10.34 / -10.30
Charge: +1

Cartesian coordinates (Å):
1 Re 0.38120 0.10845 0.54107
2 C -0.65722 -0.68140 3.41875
3 O 0.44795 -0.09361 2.68066
4 C 1.26966 0.77985 3.46675
5 C 3.11972 0.42655 2.05383
6 O 2.54603 0.07048 0.77394
7 C 3.08795 -1.12661 0.16633
8 C 2.33509 -2.32012 0.69834
9 O 0.92443 -2.05255 0.61760
10 C 0.15966 -3.15082 0.05574
11 H -0.25497 -1.21318 4.28003
12 H -1.16728 -1.36371 2.74353
13 H -1.33968 0.10776 3.73184
14 H 1.69259 0.18634 4.28345
15 H 0.67480 1.61098 3.84420
16 H 3.25690 -0.48032 2.65165
17 H 4.06675 0.92877 1.86556
18 H 4.15734 -1.19674 0.37025
19 H 2.92739 -0.99709 -0.90197
20 H 2.57739 -2.52966 1.74325
21 H 2.58407 -3.19936 0.10460
22 H 0.55948 -4.08724 0.44211
23 H 0.23544 -3.11998 -1.03172
24 H -0.87091 -3.03759 0.38662
25 O -4.18824 -0.14381 -0.20347
26 As -2.72013 -1.07479 -0.08801
27 O -2.86356 -2.36785 0.89221
28 O -1.64080 0.09284 0.53316
29 C -2.30175 -1.59917 -1.89686
30 C -3.00970 -2.74539 -2.24522
31 C -2.87466 -3.31087 -3.50637
32 C -2.01412 -2.74115 -4.42602
33 C -1.28346 -1.61018 -4.08544
34 C -1.42392 -1.03730 -2.83076
35 S -0.42886 0.40681 -2.52725
36 O 0.33999 0.66633 -3.69946
37 O -1.27076 1.43463 -1.98619
38 O 0.55513 -0.10148 -1.42843
39 H -4.86849 -0.54686 0.35328
40 H -3.66592 -3.20677 -1.51697
41 H -3.44336 -4.19492 -3.76079
42 H -1.90262 -3.17175 -5.41183
43 H -0.60182 -1.15687 -4.79086
44 O 1.84149 5.97523 -0.17455
45 C 0.52949 5.67527 -0.35561
46 O -0.23034 6.47870 -0.80098
47 C 0.11917 4.30366 0.00577
48 C -1.14860 3.92002 0.28009
49 N -1.17014 2.60921 0.62439
50 N 0.05343 2.02410 0.49398
51 C 0.89534 3.08188 0.13190
52 C 2.18719 2.86837 -0.15972
53 O 3.29391 2.70828 -0.41959
54 O 2.26110 1.32576 2.65839
55 H 2.25225 5.40384 0.48514
56 H -2.04638 4.51615 0.27439
57 H -1.94467 1.94883 0.59529


No. 5
C17H22AuN2OS2 as an isolated structure, computed with wB97M-V/def2-TZVPD.

## Properties
Energy above the lowest of the compared OMol25 structures with the same formula, charge and spin, eV: 1.361
Frontier orbital gap (alpha / beta), eV: 5.7 / 5.7
F_max, eV Å⁻¹: 1.5
Highest occupied orbital energy (alpha / beta), eV: -11.27 / -11.26
Charge: +1

Cartesian coordinates (Å):
1 Au 0.34226 -0.12343 0.39754
2 C -0.16616 2.99613 0.96433
3 N 0.12886 2.16918 -0.21614
4 C -1.00160 2.01771 -1.14053
5 C -2.15727 1.32535 -0.45895
6 N -1.80941 -0.02316 0.13608
7 C -2.11010 -1.11777 -0.82976
8 C -2.53442 -0.23796 1.41008
9 C -3.92504 -0.32348 1.38513
10 C -4.63141 -0.54216 2.54905
11 C -3.93826 -0.67502 3.74898
12 C -2.55851 -0.57054 3.77051
13 C -1.84317 -0.34109 2.59179
14 S -0.09040 -0.16245 2.73587
15 C 1.35154 2.60192 -0.86240
16 C 1.40260 3.81125 -1.54879
17 C 2.58193 4.23377 -2.13044
18 C 3.71797 3.44015 -2.01540
19 C 3.66711 2.24363 -1.31840
20 C 2.47845 1.82042 -0.73393
21 S 2.56069 0.27647 0.16132
22 H -0.44452 4.01041 0.65985
23 H 0.71886 3.03811 1.59273
24 H -0.97277 2.56096 1.55279
25 H -0.65198 1.44157 -1.99843
26 H -1.36122 2.98272 -1.51465
27 H -2.95132 1.19982 -1.19726
28 H -2.55786 1.93973 0.33887
29 H -3.14343 -1.05356 -1.17472
30 H -1.96052 -2.07113 -0.33761
31 H -1.44410 -1.04379 -1.69286
32 H -4.46242 -0.20841 0.44803
33 H -5.71162 -0.61258 2.52178
34 H -4.47387 -0.86550 4.67091
35 H -2.01250 -0.66124 4.70506
36 H 0.51259 4.42829 -1.62841
37 H 2.61562 5.17534 -2.66356
38 H 4.65013 3.75528 -2.46624
39 H 4.55500 1.62529 -1.22304
40 C 0.27665 -3.93580 -0.05699
41 O 0.92541 -2.65395 0.04145
42 H 0.28034 -4.45102 0.90132
43 H 0.75623 -4.55709 -0.81132
44 H -0.75129 -3.76228 -0.35781
45 H 1.82835 -2.79131 0.34589


> The lowest energy above the lowest of the compared OMol25 structures with the same formula, charge and spin belongs to which entry?

C17H21N5O


> Among the records above, which one has the lowest energy above the lowest of the compared OMol25 structures with the same formula, charge and spin?

C17H21N5O


> Number 1 is which compound?

C17H21N5O


> Look up the energy above the lowest of the compared OMol25 structures with the same formula, charge and spin of the fourth one.

2.602 eV